[1]
Formula: C33H34N4O4
Source: the Open Molecules 2025 dataset
Level of theory: ωB97M-V/def2-TZVPD

## Properties
HOMO = -8.516 eV
Kohn-Sham gap = 8.9428 eV
maximum force = 1.10 eV/Å
structure (SMILES) = CC/C=C/C(=O)N1C[C@@]2(CC(c3cccc(NC(=O)CC(c4ccccc4)c4ccccc4)c3)=NO2)C[C@@H]1C(N)=O
charge = 0

Geometry as XYZ:
```
75
Properties=species:S:1:pos:R:3:forces:R:3
C 5.859937 -8.714731 -0.470366 -0.1 -0.2 0.1
C 4.820461 -9.254264 0.503642 0.2 0.1 -0.2
C 3.902110 -8.226224 1.071576 -0.1 0.0 0.0
C 3.914304 -6.923597 0.806666 0.2 -0.3 0.1
C 2.922404 -6.025993 1.426166 -0.1 0.0 0.2
O 2.305132 -6.296655 2.442867 -0.1 -0.1 0.1
N 2.727826 -4.832810 0.795182 -0.3 0.3 -0.1
C 1.761992 -3.887473 1.312910 -0.3 0.1 0.2
C 1.290948 -3.099046 0.090968 0.3 0.3 0.3
C 0.709820 -1.710212 0.379819 -0.2 -0.3 -0.2
C -0.695775 -1.867515 -0.153889 1.0 -0.5 0.1
C -1.703114 -0.826132 -0.131561 -0.8 0.4 -0.1
C -2.977995 -1.070774 -0.645185 0.2 0.0 0.0
C -3.931761 -0.072343 -0.617098 0.0 0.0 0.0
C -3.633378 1.169420 -0.085430 0.2 0.1 0.1
C -2.362541 1.423049 0.428046 -0.1 -0.3 -0.1
N -2.108561 2.692919 0.952120 -0.3 0.0 0.2
C -0.902994 3.267840 1.235736 -0.4 0.3 0.3
O 0.158649 2.686483 1.207393 0.3 -0.1 -0.1
C -1.021611 4.745853 1.563054 0.3 0.0 -0.2
C -1.006470 5.550575 0.247046 -0.1 0.0 0.1
C -2.206584 5.176403 -0.594692 0.0 0.0 -0.3
C -2.075985 4.311424 -1.673785 0.0 0.1 0.0
C -3.186258 3.920512 -2.401436 0.0 0.0 -0.1
C -4.441345 4.396093 -2.061855 -0.1 0.0 -0.1
C -4.580112 5.268825 -0.995215 -0.1 0.0 0.1
C -3.470054 5.654918 -0.264995 0.1 0.0 0.0
C -0.973647 7.050386 0.441616 0.1 0.0 0.0
C -1.203324 7.676981 1.657679 0.0 -0.1 0.0
C -1.184997 9.059411 1.751403 0.0 0.2 0.1
C -0.941915 9.833808 0.632257 0.0 0.1 0.1
C -0.714909 9.217608 -0.587407 0.0 0.0 -0.1
C -0.731395 7.839394 -0.679213 0.0 0.0 0.0
C -1.400112 0.422167 0.407029 0.2 -0.2 0.0
N -0.909796 -3.028358 -0.635482 -0.8 0.5 -0.1
O 0.194520 -3.816880 -0.536633 0.6 -0.4 0.1
C 2.516003 -3.129722 -0.833662 -0.2 -0.1 0.1
C 3.247124 -4.442041 -0.501451 0.5 -0.2 -0.4
C 3.003377 -5.513650 -1.582737 0.0 0.3 0.3
N 1.750701 -5.991905 -1.616248 -0.4 -0.3 -0.1
O 3.886970 -5.878807 -2.327268 0.4 0.0 -0.3
H 6.455789 -9.532447 -0.869409 0.1 0.0 -0.1
H 5.380241 -8.200956 -1.300057 0.0 0.1 -0.1
H 6.528353 -8.018296 0.030186 0.1 0.1 0.0
H 4.207128 -10.010997 0.003259 0.0 -0.1 0.1
H 5.319864 -9.760662 1.336393 -0.1 -0.1 0.0
H 3.146444 -8.597909 1.753497 -0.1 0.1 0.1
H 4.639222 -6.489434 0.139924 0.1 0.0 -0.2
H 0.950213 -4.426203 1.808273 0.0 0.2 0.0
H 2.236278 -3.218641 2.042002 -0.1 0.0 0.0
H 0.702693 -1.481301 1.446011 0.0 0.1 0.0
H 1.243658 -0.917661 -0.145805 0.0 0.0 0.1
H -3.195048 -2.042755 -1.056552 -0.1 -0.1 -0.1
H -4.918508 -0.257979 -1.013685 -0.1 0.0 0.0
H -4.380101 1.950988 -0.072117 -0.1 0.1 0.0
H -2.911638 3.307839 0.947806 0.2 0.0 0.0
H -1.940205 4.938268 2.118913 0.0 0.1 0.0
H -0.159208 5.031065 2.166572 -0.1 -0.1 0.1
H -0.099194 5.262904 -0.297538 -0.1 0.0 0.0
H -1.099200 3.932459 -1.939066 0.1 -0.1 0.0
H -3.071198 3.241170 -3.232690 0.0 -0.1 -0.1
H -5.308298 4.090823 -2.628455 -0.1 0.0 -0.1
H -5.555727 5.649444 -0.730180 -0.1 0.0 0.0
H -3.580762 6.340224 0.563718 0.0 0.1 0.1
H -1.394353 7.098364 2.548417 0.0 -0.1 0.1
H -1.362975 9.530643 2.707103 0.0 0.0 0.1
H -0.928491 10.910756 0.708499 0.0 0.1 0.0
H -0.523723 9.812816 -1.468086 0.0 0.0 -0.1
H -0.556522 7.361105 -1.632700 0.0 -0.1 -0.1
H -0.421923 0.631180 0.803615 0.0 0.0 0.0
H 2.222066 -3.083005 -1.881979 0.0 0.1 0.0
H 3.155312 -2.275588 -0.610387 0.0 0.0 0.0
H 4.331485 -4.275728 -0.459933 -0.2 -0.1 -0.2
H 1.511963 -6.668926 -2.321757 0.1 0.0 0.0
H 1.010814 -5.578357 -1.070997 0.0 0.0 -0.1
```
Positions in Å, forces in eV/Å.

Atom charges from the Mulliken analysis, given in e for atoms 1 to 8: C -1.285; C -0.245; C -0.455; C -0.168; C 0.335; O -0.700; N 0.193; C -1.491

***

[2]
Formula: C33H34N6O2SSc
Source: the Open Molecules 2025 dataset
Level of theory: ωB97M-V/def2-TZVPD

## Properties
HOMO (alpha / beta) = -1.727 / -1.727 eV
Kohn-Sham gap (alpha / beta) = 3.7890 / 3.7882 eV
maximum force = 0.70 eV/Å
charge = -1

Geometry as XYZ:
```
77
Properties=species:S:1:pos:R:3:forces:R:3
Sc 0.287330 -0.933491 -0.773700 0.0 -0.4 0.6
O 1.576255 -1.733273 -2.114422 0.2 -0.2 -0.1
C 1.992837 -2.845524 -2.612606 0.0 0.0 0.0
C 3.138424 -2.872206 -3.447099 -0.1 -0.1 0.0
C 3.589969 -4.049112 -3.993672 0.0 0.0 0.0
C 2.939792 -5.264948 -3.748575 0.0 -0.1 0.0
C 1.826065 -5.263441 -2.940025 0.1 0.0 0.0
C 1.336922 -4.082488 -2.365399 0.0 0.0 0.0
C 0.153634 -4.167411 -1.537543 0.0 0.0 0.0
N -0.427810 -3.198332 -0.942851 0.0 0.1 -0.1
C -1.632777 -3.497010 -0.182364 0.0 -0.1 0.0
C -2.597502 -2.318323 -0.279954 -0.1 -0.1 0.0
N -1.888119 -1.159894 0.235609 0.2 0.0 -0.2
C -2.128774 -0.921789 1.483268 0.0 0.0 0.0
C -1.183466 -0.231704 2.439578 0.1 -0.1 0.1
C -1.739898 -0.361544 3.833180 0.0 0.1 0.0
C -1.102704 -1.001086 4.858486 -0.1 0.0 0.1
C 0.081781 -1.733274 4.696352 0.1 0.0 -0.2
C 0.583937 -1.815723 3.389219 0.0 -0.1 0.3
C 0.029458 -1.151969 2.324467 -0.2 0.2 -0.2
O 0.561556 -1.247516 1.097885 0.1 0.0 -0.1
H 3.641888 -1.931598 -3.625388 0.0 0.0 0.0
H 4.470910 -4.034033 -4.624977 0.0 0.0 0.0
H 3.308075 -6.184673 -4.181975 0.0 0.0 0.0
H 1.305578 -6.191988 -2.730428 0.0 0.0 0.0
H -0.272272 -5.178061 -1.447656 0.0 0.1 0.0
H -1.350386 -3.603282 0.872176 0.0 0.0 0.0
H -2.094433 -4.434033 -0.526312 0.0 0.0 0.0
H -3.492688 -2.542032 0.317122 0.1 0.0 0.0
H -2.921960 -2.155807 -1.310181 0.1 0.0 0.0
H -2.956944 -1.442404 1.977736 0.0 0.0 0.0
H -2.661092 0.177997 4.038110 0.0 0.0 0.0
H -1.568038 -0.958927 5.839510 0.0 0.0 0.0
H 0.550140 -2.253459 5.518543 0.0 0.0 0.0
H 1.475352 -2.395799 3.171854 0.0 0.0 0.0
C 1.907375 5.324888 -0.009109 0.0 0.0 0.0
C 1.456796 4.254349 0.975964 -0.1 0.0 0.2
N 2.130912 2.990950 0.789954 0.2 0.0 -0.3
C 1.760483 2.034700 -0.094482 -0.3 0.1 0.2
S 2.674023 0.611544 -0.189610 0.0 -0.2 -0.2
N 0.661347 2.330826 -0.803718 0.1 -0.2 -0.1
N 0.117910 1.276898 -1.454548 -0.1 0.6 -0.2
C -0.634252 1.593954 -2.465159 -0.1 -0.1 0.0
C -0.766781 3.007842 -2.938178 0.1 0.0 0.0
C -1.341608 0.512319 -3.162841 0.0 0.0 0.1
C -2.207214 0.777074 -4.232557 0.1 -0.1 0.1
C -2.776152 -0.273767 -4.921816 0.0 -0.1 0.0
C -2.468668 -1.572062 -4.543946 0.0 0.0 0.0
C -1.638727 -1.752209 -3.450203 0.0 0.0 -0.1
N -1.112058 -0.750811 -2.753697 0.1 0.3 -0.1
H 1.360285 6.255468 0.155744 0.0 0.0 0.0
H 1.728053 4.993573 -1.031545 0.0 0.0 0.0
H 2.972615 5.533455 0.101990 0.0 0.0 0.0
H 0.385744 4.078485 0.887972 0.0 0.0 0.0
H 1.641097 4.569311 2.007626 0.0 0.0 -0.1
H 3.000044 2.819472 1.264509 0.0 0.0 0.1
H 0.132641 3.554879 -2.663572 0.0 0.0 0.0
H -1.605634 3.515784 -2.454139 0.0 0.0 0.0
H -0.907928 3.059897 -4.015791 0.0 0.0 0.0
H -2.424126 1.794829 -4.515750 0.0 0.0 0.0
H -3.444140 -0.079075 -5.751560 0.0 0.0 0.0
H -2.863921 -2.431133 -5.066119 0.0 0.0 0.0
H -1.383289 -2.744881 -3.109058 0.0 0.0 0.0
C -0.886419 1.226069 1.964170 0.1 0.0 0.0
C -0.312029 2.107781 3.030324 0.1 -0.1 0.0
C 0.953860 1.836753 3.555295 -0.1 0.0 0.0
C 1.497392 2.643690 4.538826 0.0 0.0 0.0
C 0.793875 3.744181 5.018090 0.1 0.0 0.0
C -0.461637 4.022722 4.504524 0.0 0.1 0.0
C -1.005881 3.207200 3.520594 -0.1 0.0 0.0
H -1.789345 1.682472 1.546137 -0.1 0.0 0.1
H -0.162466 1.159109 1.155330 0.0 0.0 -0.1
H 1.501615 0.977985 3.183983 0.0 0.0 0.0
H 2.476512 2.408124 4.937886 0.0 0.0 0.0
H 1.223522 4.375653 5.785830 0.0 0.0 0.0
H -1.023583 4.874174 4.871185 0.0 0.0 0.0
H -1.991283 3.425682 3.123498 0.0 0.0 0.0
```
Positions in Å, forces in eV/Å.

Atom charges from the Mulliken analysis, given in e for atoms 1 to 8: Sc -0.302; O -0.087; C 0.152; C -0.887; C -0.387; C -0.759; C -0.666; C 0.869

***

[3]
Formula: C33H35Cl5N4P2Pb
Source: the Open Molecules 2025 dataset
Level of theory: ωB97M-V/def2-TZVPD

## Properties
HOMO = -8.465 eV
Kohn-Sham gap = 6.9730 eV
maximum force = 4.97 eV/Å
charge = 0

Geometry as XYZ:
```
80
Properties=species:S:1:pos:R:3:forces:R:3
Pb -0.350308 -2.244234 -3.255939 -0.6 0.5 2.0
C -0.854080 4.030710 -0.770511 -0.5 -0.4 -0.2
C -1.390286 3.112270 -1.587913 -0.4 0.4 0.5
C -1.160530 2.918898 -3.066766 0.3 -0.5 -0.1
C 0.007854 1.959739 -3.373118 -0.3 -0.4 -0.3
C 1.404240 2.433074 -3.040698 -0.3 -1.1 -0.2
C 1.783820 3.633586 -2.633348 0.7 -0.6 -0.3
C 0.971519 4.851609 -2.431515 -0.1 0.9 0.6
C 0.308618 4.947548 -1.046738 -0.5 0.1 0.3
C 0.507268 -3.895099 -2.046821 0.7 -0.8 0.7
H -1.300603 4.148923 0.236611 0.5 -0.3 -0.5
H -2.160696 2.423905 -1.188408 0.4 0.6 0.0
H -0.980418 3.849614 -3.618423 -0.5 -0.4 0.2
H -2.096693 2.461456 -3.436331 0.5 0.4 0.0
H -0.193190 0.997969 -2.849864 0.2 0.5 -0.2
H -0.031141 1.697156 -4.452628 0.2 0.2 0.5
H 2.151931 1.623746 -3.191955 -0.3 0.8 0.2
H 2.843488 3.790714 -2.460613 0.1 -0.2 0.1
H 0.245969 5.001220 -3.231165 0.2 0.2 0.2
H 1.684544 5.679006 -2.460168 -0.2 0.2 -0.2
H 1.038374 4.712163 -0.256992 0.1 0.1 -0.3
H -0.005995 5.985797 -0.837261 0.1 -0.3 -0.2
H 0.246352 -3.672180 -1.002919 0.2 -0.2 -0.5
H 1.594100 -4.068641 -2.072868 -0.3 0.0 -0.3
H -0.005146 -4.828070 -2.317859 0.2 0.1 0.0
P 1.285060 -1.491236 -6.590990 3.3 0.3 -3.7
P -2.229824 -1.041414 -6.519320 -2.0 2.0 -3.1
N 2.572885 -0.274331 -6.904075 0.0 0.3 0.5
N 2.110826 -2.668310 -7.748853 -0.6 -0.6 0.7
N -2.261265 0.678516 -6.990230 0.7 0.6 0.6
N -3.806052 -1.311488 -7.360427 -0.4 -1.3 0.3
C 0.219470 -0.814575 -7.907928 -1.2 0.1 -0.1
C -1.159710 -1.498169 -7.957865 0.3 -0.5 0.0
C 3.611541 -0.034665 -6.004094 0.0 0.6 -0.8
C 4.535317 0.820731 -6.600275 -0.7 -0.8 0.4
C 4.074298 1.100863 -7.923887 -1.1 -0.9 0.4
C 2.870883 0.413292 -8.092174 0.8 0.5 0.7
C 2.384773 -3.985669 -7.389200 0.1 0.1 -1.1
C 2.844841 -4.674536 -8.510440 -0.3 0.8 0.8
C 2.873387 -3.746478 -9.600139 -0.5 0.7 1.1
C 2.426956 -2.522375 -9.103072 0.0 -1.1 0.0
C -1.971947 1.653611 -6.031987 0.0 0.3 -1.0
C -1.686936 2.856488 -6.669200 -0.3 -0.8 0.3
C -1.833398 2.630315 -8.079262 -0.1 -1.1 0.5
C -2.148180 1.285152 -8.249231 0.2 0.8 0.4
C -4.526227 -0.606484 -8.339935 -0.5 -0.9 -0.2
C -5.530506 -1.430822 -8.854381 1.1 0.0 1.1
C -5.438439 -2.691154 -8.159320 0.8 0.5 0.3
C -4.374998 -2.595103 -7.269905 -0.5 0.8 -0.7
H 0.650791 -0.925558 -8.913097 0.0 0.0 0.7
H 0.115034 0.260232 -7.719050 -0.1 -0.1 0.0
H -1.656612 -1.242041 -8.911738 0.0 -0.2 0.6
H -1.054213 -2.596569 -7.933489 0.1 0.2 -0.2
H 3.561220 -0.503025 -5.024830 0.2 0.2 -0.2
H 5.439338 1.174491 -6.124747 -0.1 0.0 -0.1
H 4.568485 1.707583 -8.671021 -0.1 -0.1 0.1
H 2.216977 0.398634 -8.956567 0.2 0.1 0.4
H 2.215880 -4.288140 -6.364378 0.1 -0.1 -0.2
H 3.129634 -5.714302 -8.533189 0.0 0.0 0.0
H 3.182719 -3.947665 -10.616803 0.0 0.1 0.2
H 2.304156 -1.591451 -9.636327 0.1 -0.2 0.2
H -2.055000 1.361776 -4.994181 0.1 0.2 -0.2
H -1.410598 3.789736 -6.184433 -0.2 -0.3 -0.1
H -1.744284 3.370728 -8.868986 0.0 -0.3 0.2
H -2.333478 0.740475 -9.167415 0.1 0.2 0.3
H -4.307676 0.418644 -8.609885 -0.1 -0.3 0.3
H -6.243856 -1.168650 -9.632680 0.2 0.0 0.3
H -6.080753 -3.555668 -8.292734 0.2 0.2 0.0
H -3.952951 -3.310469 -6.573965 -0.2 0.0 -0.1
Cl -2.811218 -3.987991 -0.830479 0.0 -0.2 -0.1
C -2.079346 -2.624733 -0.054403 0.0 0.9 1.0
C -1.199851 -1.818219 -0.774217 0.1 -0.1 -0.8
C -0.601923 -0.785091 -0.081739 -0.9 0.2 0.7
Cl 0.892057 -0.119964 -0.656669 0.0 0.3 -0.4
C -1.144885 -0.284791 1.126373 -0.1 -0.9 -0.3
Cl -0.800532 1.309820 1.619863 0.3 0.2 0.4
C -2.006492 -1.112045 1.869731 0.3 -0.6 -1.3
Cl -2.589768 -0.646226 3.406019 0.0 0.1 0.1
C -2.371840 -2.367735 1.317709 0.7 0.7 -0.9
Cl -3.058962 -3.550033 2.334347 -0.5 -0.3 0.0
```
Positions in Å, forces in eV/Å.

Atom charges from the Mulliken analysis, given in e for atoms 1 to 8: Pb 0.881; C -0.828; C -0.389; C -0.675; C 1.592; C -0.517; C -0.498; C -0.985